110
Properties=species:S:1:pos:R:3:mulliken_charge:R:1 method="wB97M-V/def2-TZVPD" molar_mass_g_mol=1027.0 orbital_gap_ev=9.373 lumo_ha=0.008 homo_ev=-9.153 max_force_ev_per_a=3.579
C -3.32 2.58 -4.49 -0.41
C -2.70 3.48 -3.35 0.29
O -2.43 2.58 -2.32 -0.20
C -2.88 1.33 -2.63 0.35
O -2.75 0.46 -1.85 -0.16
O -3.53 1.35 -3.76 -0.40
F -3.76 4.29 -2.91 -0.37
H -2.62 2.46 -5.29 0.19
H -4.34 2.87 -4.68 0.45
H -1.82 4.09 -3.69 0.27
C 0.22 1.79 3.80 -0.25
C -0.66 1.50 5.01 0.15
O -0.36 0.17 5.39 -0.34
C 0.51 -0.35 4.47 0.27
O 1.09 -1.41 4.60 -0.58
O 0.69 0.50 3.43 0.45
F -1.95 1.62 4.81 -0.25
H 1.15 2.26 4.14 0.17
H -0.20 2.32 2.90 0.21
H -0.37 2.08 5.88 0.23
C -0.32 -0.23 -3.88 0.51
C -0.10 -0.60 -5.28 0.15
O 0.41 0.65 -5.81 -0.43
C -0.18 1.66 -5.08 0.49
O -0.30 2.81 -5.34 -0.56
O -0.74 1.14 -4.00 0.10
F -1.23 -0.94 -5.95 -0.34
H 0.59 -0.47 -3.32 -0.21
H -1.19 -0.67 -3.44 -0.27
H 0.69 -1.33 -5.42 0.48
C 5.08 -0.52 1.13 0.28
C 4.23 -0.51 2.38 1.02
O 4.57 0.75 2.91 -0.32
C 5.46 1.40 2.07 0.62
O 5.76 2.56 2.26 -0.59
O 5.87 0.60 1.14 -0.28
F 4.62 -1.51 3.23 -0.37
H 4.31 -0.40 0.38 -0.30
H 5.76 -1.34 1.05 0.35
H 3.15 -0.56 2.22 -0.23
C 3.51 4.61 3.06 -0.28
C 2.80 3.88 1.95 0.94
O 1.71 4.69 1.64 -0.39
C 1.66 5.76 2.44 0.54
O 0.72 6.51 2.39 -0.57
O 2.64 5.75 3.29 -0.37
F 2.32 2.67 2.48 -0.13
H 4.55 4.96 2.95 0.26
H 3.41 4.09 4.02 0.18
H 3.41 3.69 1.01 0.03
C -3.09 -3.16 1.65 0.40
C -3.49 -3.02 0.20 1.42
O -4.85 -2.58 0.27 -0.35
C -5.23 -2.42 1.54 0.46
O -6.35 -2.12 1.91 -0.59
O -4.30 -2.91 2.37 -0.43
F -3.43 -4.25 -0.44 -0.36
H -2.37 -2.31 1.87 -0.49
H -2.67 -4.16 1.83 0.47
H -2.94 -2.25 -0.35 -0.51
C 2.95 2.04 -2.84 -0.14
S 4.43 2.57 -2.00 0.11
O 3.93 2.62 -0.59 -0.51
C 5.32 1.04 -2.12 -0.86
H 2.56 1.14 -2.39 -0.55
H 3.18 1.82 -3.92 0.54
H 2.24 2.88 -2.88 0.37
H 6.28 1.09 -1.67 0.37
H 5.58 1.01 -3.23 0.45
H 4.74 0.16 -1.89 0.07
C -1.22 -5.10 -4.05 -1.14
S -1.69 -3.82 -2.87 0.56
O -0.86 -2.58 -3.04 -0.61
C -3.38 -3.41 -3.55 -1.00
H -1.17 -4.70 -5.06 0.34
H -1.92 -5.94 -4.03 0.41
H -0.18 -5.46 -3.77 0.32
H -4.14 -4.21 -3.50 0.43
H -3.24 -3.02 -4.54 0.45
H -3.76 -2.63 -2.87 0.13
C -3.28 2.29 1.47 -0.76
S -3.43 0.48 1.74 0.76
O -2.07 0.06 2.01 -0.72
C -4.40 0.40 3.32 -0.96
H -2.97 2.71 2.44 0.28
H -4.19 2.81 1.13 0.45
H -2.43 2.31 0.74 0.04
H -4.63 -0.66 3.42 0.32
H -5.25 1.07 3.20 0.44
H -3.76 0.72 4.11 0.15
C 1.71 -3.85 1.57 -1.11
S 0.02 -3.64 2.11 1.11
O -0.66 -4.46 1.06 -0.71
C 0.14 -4.70 3.64 -1.30
H 2.34 -3.28 2.26 0.24
H 1.74 -3.47 0.54 0.30
H 2.05 -4.86 1.62 0.52
H -0.87 -4.91 3.99 0.35
H 0.75 -4.15 4.37 0.36
H 0.64 -5.65 3.40 0.39
C 0.07 -1.31 -0.36 0.63
S 1.43 -0.21 -0.18 1.36
O 2.20 -0.42 -1.44 -1.00
C 0.48 1.23 -0.25 0.45
H -0.61 -1.30 0.50 -0.35
H 0.44 -2.34 -0.50 0.32
H -0.53 -1.02 -1.19 -1.17
H -0.13 1.33 -1.16 -0.32
H 1.16 2.09 -0.26 0.39
H -0.01 1.32 0.72 -0.58

=====

58
Properties=species:S:1:pos:R:3:mulliken_charge:R:1 method="wB97M-V/def2-TZVPD" molar_mass_g_mol=701.6 orbital_gap_ev=8.266 lumo_ha=-0.094 homo_ev=-10.814 charge=+1 max_force_ev_per_a=1.178
Lu -0.04 -0.06 0.91 1.69
S 2.25 -0.75 2.09 -0.48
C 1.90 -2.05 1.05 0.49
N 1.05 -1.93 0.03 -0.46
C 0.86 -3.16 -0.59 -0.39
C 0.04 -3.42 -1.69 -0.18
C -0.08 -4.72 -2.14 -0.87
C 0.60 -5.76 -1.53 -0.59
C 1.46 -5.52 -0.48 -0.53
C 1.59 -4.22 -0.02 0.91
S 2.58 -3.63 1.29 -0.21
H -0.48 -2.61 -2.18 0.47
H -0.71 -4.92 -2.99 0.43
H 0.48 -6.77 -1.90 0.42
H 2.01 -6.31 -0.01 0.42
C -3.36 2.31 -0.10 -1.38
C -2.67 1.02 -0.41 0.60
O -1.42 0.93 -0.46 -0.69
N -3.44 -0.03 -0.67 0.16
C -2.90 -1.32 -1.05 -1.49
C -2.75 -2.25 0.14 0.74
C -3.69 -3.23 0.40 -0.78
C -3.54 -4.05 1.51 -0.58
C -2.45 -3.84 2.33 -1.01
C -1.54 -2.85 2.00 -0.26
N -1.67 -2.06 0.92 0.88
H -2.69 3.13 -0.34 0.37
H -3.59 2.34 0.96 0.24
H -4.29 2.41 -0.66 0.47
H -4.44 0.04 -0.52 0.29
H -1.91 -1.13 -1.49 0.22
H -3.55 -1.78 -1.80 0.62
H -4.54 -3.35 -0.26 0.51
H -4.27 -4.81 1.72 0.46
H -2.30 -4.44 3.22 0.50
H -0.67 -2.67 2.63 0.43
O 4.85 1.16 0.32 -0.51
C 5.18 2.40 0.91 -0.51
N 5.02 3.46 -0.04 -0.16
C 3.91 4.18 -0.31 0.20
O 3.91 5.10 -1.08 -0.60
C 2.64 3.79 0.41 0.04
C 1.86 4.78 0.99 -0.32
C 0.65 4.43 1.57 -0.96
C 0.24 3.11 1.52 -0.21
N 0.96 2.15 0.91 -0.11
C 2.14 2.49 0.38 -0.14
H 5.10 0.44 0.91 0.30
H 6.22 2.40 1.25 0.38
H 4.53 2.59 1.78 0.41
H 5.81 3.70 -0.62 0.25
H 2.20 5.81 1.01 0.51
H 0.03 5.16 2.06 0.46
H -0.68 2.79 1.99 0.51
H 2.73 1.69 -0.06 0.53
S -4.02 -0.17 2.74 -0.39
C -2.47 0.13 2.70 0.64
N -1.31 0.36 2.60 -0.74

=====

18
Properties=species:S:1:pos:R:3:mulliken_charge:R:1 method="wB97M-V/def2-TZVPD" molar_mass_g_mol=275.1 orbital_gap_ev=5.906 lumo_ha=0.066 homo_ev=-4.115 charge=-1 max_force_ev_per_a=0.276
K -0.10 -0.06 -1.87 0.80
N 2.74 1.10 0.66 -0.08
C 3.02 1.29 -0.68 0.35
N 4.17 1.83 -1.07 -0.49
N 4.09 1.86 -2.41 -0.47
N 2.96 1.37 -2.80 -0.48
N 2.24 0.99 -1.72 0.15
C 1.60 0.57 1.23 0.22
N 1.48 0.45 2.55 -0.44
N 0.27 -0.09 2.72 -0.71
N -0.30 -0.30 1.58 -0.13
N 0.53 0.12 0.58 0.05
H 3.45 1.40 1.30 0.21
Cl -3.21 -1.37 -1.51 -0.22
C -2.90 -1.15 0.25 -0.17
Cl -4.28 -1.71 1.20 -0.18
H -2.73 -0.11 0.45 0.29
H -2.03 -1.73 0.52 0.29